Density functional theory data (ωB97M-V/def2-TZVPD) for C4H8O2 as an isolated structure.

Computed properties:
**Electronic energy**: -307.46309 hartree
**Max |F|**: 1.9 eV/Å
**LUMO energy (spin up / spin down)**: -0.0141 / -0.0141 Ha
**Kohn-Sham gap (spin up / spin down)**: 7.20 / 7.20 eV

Geometry as ORCA input:
```
! RIJCOSX wB97M-V def2-TZVPD def2/J DEFGRID3
* xyz 0 1
C 1.577 -0.753 0.659
C 0.677 0.327 0.111
O 1.231 1.445 -0.160
C -0.497 -0.182 -0.690
C -1.887 -0.355 -0.282
O -1.474 0.700 -1.143
H 2.137 -1.102 -0.217
H 2.298 -0.343 1.368
H 1.064 -1.618 1.100
H -0.586 1.815 0.968
H 0.204 2.097 -0.138
H -0.093 -0.838 -1.474
H -2.155 -0.078 0.735
H -2.501 -1.106 -0.781
*
```